1.
C15H18N4O3 in the gas phase. Source: the OMol25 dataset; level of theory: ωB97M-V with the def2-TZVPD basis set.

Positions of all 40 atoms, in Å:
O: -2.14 4.21 -3.68
C: -1.33 3.36 -3.29
C: -0.05 3.06 -4.02
C: 0.39 1.61 -3.83
C: 0.12 1.09 -2.42
C: 0.96 -0.01 -1.91
O: 1.66 -0.73 -2.60
N: 0.94 -0.20 -0.53
C: 1.59 -1.12 0.30
C: 2.82 -1.72 -0.02
C: 3.46 -2.51 0.92
C: 2.90 -2.67 2.17
C: 1.63 -2.15 2.47
C: 0.98 -1.37 1.55
N: -0.28 -0.89 1.87
C: -0.54 -0.46 3.23
C: -1.80 0.41 3.30
O: -2.93 -0.30 2.81
C: -2.73 -0.62 1.43
C: -1.46 -1.45 1.20
N: -0.87 1.61 -1.68
N: -1.62 2.63 -2.16
H: -0.23 3.18 -5.06
H: 0.69 3.77 -3.67
H: -0.11 0.99 -4.56
H: 1.43 1.51 -4.04
H: 0.15 0.22 -0.09
H: 3.26 -1.58 -1.02
H: 4.38 -3.00 0.68
H: 3.45 -3.25 2.94
H: 1.17 -2.43 3.40
H: 0.34 0.06 3.62
H: -0.73 -1.38 3.76
H: -1.64 1.31 2.72
H: -2.00 0.75 4.33
H: -3.64 -1.11 1.05
H: -2.74 0.28 0.80
H: -1.28 -1.47 0.13
H: -1.67 -2.47 1.59
H: -2.49 2.88 -1.68

total energy = -27949.0991 eV
E_LUMO = -0.0129 hartree
relative energy (zero: lowest compared OMol25 entry of this formula, charge and spin) = 53.1 kcal per mole



2.
C15H18N4O3S2 in the gas phase. Source: the OMol25 dataset; level of theory: ωB97M-V with the def2-TZVPD basis set.

Positions of all 42 atoms, in Å:
C: -4.05 0.38 2.02
C: -4.11 0.22 0.52
S: -3.74 1.78 -0.36
C: -2.05 1.91 -0.09
N: -1.34 1.10 0.63
N: -0.05 1.38 0.65
C: 0.29 2.40 -0.07
N: 1.54 2.88 -0.26
C: 2.78 2.30 -0.03
O: 3.77 2.89 -0.37
C: 2.81 1.00 0.78
C: 4.26 0.60 1.05
N: 2.11 -0.08 0.11
C: 1.64 -1.17 0.82
O: 1.83 -1.35 1.99
C: 0.86 -2.05 -0.14
C: -0.60 -2.16 0.34
C: -1.46 -2.67 -0.77
C: -1.33 -2.12 -1.98
C: -0.35 -1.01 -2.17
C: 1.00 -1.36 -1.51
C: 1.79 -0.10 -1.23
O: 2.07 0.78 -2.01
S: -1.09 3.17 -0.87
H: -4.33 -0.56 2.49
H: -4.73 1.16 2.36
H: -3.04 0.63 2.34
H: -5.11 -0.04 0.18
H: -3.39 -0.52 0.16
H: 1.61 3.72 -0.83
H: 2.28 1.17 1.72
H: 4.28 -0.30 1.66
H: 4.77 1.40 1.57
H: 4.78 0.42 0.11
H: 1.30 -3.05 -0.15
H: -0.64 -2.81 1.21
H: -0.94 -1.17 0.65
H: -2.15 -3.46 -0.57
H: -1.92 -2.44 -2.82
H: -0.19 -0.79 -3.22
H: -0.74 -0.11 -1.70
H: 1.57 -1.98 -2.20

total energy = -49621.3286 eV
E_LUMO = 0.0157 hartree
relative energy (zero: lowest compared OMol25 entry of this formula, charge and spin) = 2.8 kcal per mole



3.
C15H18N4O4 in the gas phase. Source: the OMol25 dataset; level of theory: ωB97M-V with the def2-TZVPD basis set.

Positions of all 41 atoms, in Å:
N: -1.88 4.04 -0.03
C: -1.91 2.60 0.29
C: -2.65 1.94 -0.93
C: -2.84 0.51 -0.95
C: -3.49 -0.11 0.09
C: -3.60 -1.51 0.39
C: -2.76 -2.29 -0.47
O: -2.70 -3.56 -0.50
C: -2.08 -1.68 -1.47
C: -1.97 -0.29 -1.68
C: -0.35 2.11 0.44
O: 0.59 2.60 -0.24
N: -0.16 0.95 1.18
C: 0.83 0.07 0.85
C: 2.31 0.58 1.02
C: 3.39 0.09 0.16
C: 4.52 0.86 -0.23
N: 5.29 -0.01 -1.18
C: 4.70 -1.26 -1.03
N: 3.64 -1.19 -0.17
C: 0.40 -1.29 1.33
O: -0.57 -1.44 2.09
O: 1.15 -2.32 0.80
H: -1.01 4.52 0.44
H: -1.46 4.16 -1.08
H: -2.28 2.47 1.17
H: -2.33 2.58 -1.82
H: -3.65 2.27 -0.73
H: -4.04 0.68 0.77
H: -3.98 -1.75 1.40
H: -3.63 -3.95 0.12
H: -1.46 -2.32 -2.16
H: -1.23 -0.11 -2.49
H: -0.89 0.74 1.98
H: 0.58 -0.35 -0.24
H: 2.63 0.77 2.10
H: 2.00 1.66 0.74
H: 4.71 1.90 -0.14
H: 6.26 0.32 -1.41
H: 4.94 -2.27 -1.63
H: 1.83 -2.00 0.25

total energy = -29992.8031 eV
E_LUMO = 0.0194 hartree
relative energy (zero: lowest compared OMol25 entry of this formula, charge and spin) = 165.9 kcal per mole



4.
2 unconnected molecules or ions with the total composition C15H18N4O4S. Source: the OMol25 dataset; level of theory: ωB97M-V with the def2-TZVPD basis set.

Positions of all 42 atoms, in Å:
C: -2.98 1.38 -2.13
C: -2.57 1.52 -3.71
H: -2.53 2.53 -3.94
H: -3.26 1.04 -4.30
O: -1.13 0.72 -3.93
C: -0.13 1.44 -3.38
O: -0.03 2.66 -2.86
N: 0.87 0.41 -3.73
C: 2.12 0.36 -3.14
O: 2.90 -0.42 -3.51
C: 2.29 1.49 -2.10
H: 1.64 2.13 -1.96
H: 3.62 1.97 -2.54
S: 2.74 0.77 -0.58
C: 1.34 -0.09 -0.30
N: 0.21 0.29 -0.88
N: -0.63 -0.45 -0.44
C: -0.23 -1.07 0.70
N: 0.97 -0.89 0.66
C: 1.95 -1.12 1.85
C: 1.87 -0.50 3.05
C: 2.10 0.96 3.50
C: 1.60 1.14 4.67
C: 0.98 0.12 5.13
O: 1.03 -1.21 4.00
H: 0.51 -0.27 5.84
H: 2.01 2.08 5.18
H: 2.63 1.46 2.69
H: 3.03 -0.95 1.48
H: 1.89 -2.19 2.00
C: -1.09 -2.10 1.55
C: -2.41 -1.91 1.72
C: -2.04 -2.98 0.96
H: -1.97 -2.98 -0.09
H: -2.01 -3.95 1.46
H: -3.11 -1.00 1.14
H: -2.86 -2.09 2.64
H: -0.52 -2.10 2.50
H: 0.55 -0.30 -4.22
H: -3.12 0.26 -1.72
H: -3.91 1.93 -1.97
H: -2.33 1.92 -1.26

total energy = -40817.7750 eV
E_LUMO = -0.0063 hartree
relative energy (zero: lowest compared OMol25 entry of this formula, charge and spin) = 360.9 kcal per mole



5.
A molecular structure, C15H18N7Ru. Source: the OMol25 dataset; level of theory: ωB97M-V with the def2-TZVPD basis set.

Positions of all 41 atoms, in Å:
Ru: 0.62 -0.09 0.79
C: 2.60 1.21 -1.27
C: 1.20 1.75 -1.60
N: 0.44 2.00 -0.37
C: -0.97 2.34 -0.61
C: -1.77 1.10 -0.92
C: -3.00 1.14 -1.56
C: -3.63 -0.06 -1.85
C: -3.00 -1.26 -1.55
C: -1.77 -1.23 -0.91
C: -0.96 -2.47 -0.60
N: 0.45 -2.13 -0.37
C: 1.21 -1.87 -1.60
C: 2.60 -1.32 -1.27
N: 2.57 -0.05 -0.51
N: -1.21 -0.06 -0.58
H: 3.12 1.97 -0.67
H: 3.16 1.09 -2.21
H: 0.64 1.05 -2.22
H: 1.32 2.67 -2.19
H: 0.89 2.75 0.16
H: -1.06 3.04 -1.45
H: -1.37 2.84 0.28
H: -3.45 2.08 -1.82
H: -4.59 -0.06 -2.35
H: -3.46 -2.21 -1.79
H: -1.07 -3.18 -1.43
H: -1.37 -2.95 0.30
H: 0.89 -2.90 0.15
H: 0.64 -1.16 -2.21
H: 1.35 -2.78 -2.20
H: 3.17 -1.19 -2.20
H: 3.12 -2.06 -0.66
H: 3.38 -0.04 0.12
N: 0.63 -0.09 2.89
C: 0.30 0.06 4.00
C: -0.07 0.26 5.30
C: -0.88 -0.66 5.98
N: -1.58 -1.39 6.53
C: 0.31 1.44 5.96
N: 0.59 2.42 6.48

spin multiplicity = 6
total charge = +2
total energy = -28841.4910 eV
E_LUMO (alpha / beta) = -0.2138 / -0.3646 hartree



6.
A molecular structure, C15H18NO7S2. Source: the OMol25 dataset; level of theory: ωB97M-V with the def2-TZVPD basis set.

Positions of all 43 atoms, in Å:
C: 2.02 -1.44 -2.01
C: 2.36 -1.70 -3.50
O: 1.45 -0.86 -4.28
C: 0.58 -0.23 -3.44
O: -0.25 0.59 -3.77
N: 0.77 -0.67 -2.11
H: 1.90 -2.38 -1.44
H: 2.85 -0.86 -1.54
H: 3.39 -1.37 -3.76
H: 2.18 -2.76 -3.80
C: 2.44 4.46 2.95
O: 1.65 4.51 1.73
C: 1.26 3.36 1.12
C: 1.54 2.07 1.61
C: 1.10 0.96 0.89
C: 0.49 1.09 -0.36
C: -0.07 -0.10 -1.12
C: -0.84 -0.98 -0.25
S: -1.98 -2.21 -0.87
O: -3.29 -1.60 -1.03
O: -1.33 -2.88 -1.98
C: -2.02 -3.34 0.52
C: -2.98 -2.95 1.63
C: -3.09 -1.45 1.79
S: -1.52 -0.61 1.37
O: -0.55 -1.20 2.31
O: -1.88 0.79 1.52
C: 0.20 2.38 -0.83
C: 0.57 3.50 -0.11
H: 2.64 5.50 3.19
H: 1.86 4.00 3.76
H: 3.38 3.93 2.80
H: 2.05 1.93 2.56
H: 1.22 -0.02 1.36
H: -0.96 0.31 -1.69
H: -2.32 -4.27 0.03
H: -0.99 -3.43 0.90
H: -3.97 -3.38 1.44
H: -2.63 -3.39 2.57
H: -3.90 -1.03 1.18
H: -3.28 -1.18 2.84
H: -0.38 2.45 -1.75
H: 0.32 4.49 -0.47

total charge = -1
total energy = -53338.9563 eV
E_LUMO = 0.1048 hartree



7.
2 unconnected molecules or ions with the total composition C15H18O. Source: the OMol25 dataset; level of theory: ωB97M-V with the def2-TZVPD basis set.

Positions of all 34 atoms, in Å:
C: 2.70 -2.81 -1.52
C: 2.00 -2.38 -0.24
C: 1.20 -1.23 -0.30
C: 0.48 -0.89 0.83
C: 0.70 -1.56 2.03
O: 0.08 -1.16 3.18
C: 1.41 -2.74 2.06
C: 2.17 -3.08 0.94
H: 3.50 -2.10 -1.78
H: 1.97 -2.90 -2.29
H: 3.23 -3.76 -1.41
H: 1.03 -0.85 -1.29
H: -0.26 -0.11 0.91
H: -0.44 -0.35 3.02
H: 1.41 -3.32 2.98
H: 2.79 -3.96 1.01
C: -0.27 3.61 -2.01
C: 0.04 2.21 -1.46
C: -1.02 1.69 -0.55
C: -1.82 0.61 -0.98
C: -2.81 0.13 -0.14
C: -2.93 0.56 1.18
C: -2.18 1.64 1.59
C: -1.28 2.22 0.69
H: -0.66 4.24 -1.20
H: -1.16 3.59 -2.65
H: 0.58 4.02 -2.52
H: 0.39 1.52 -2.23
H: 0.99 2.32 -0.92
H: -1.83 0.26 -2.01
H: -3.41 -0.73 -0.36
H: -3.58 0.06 1.89
H: -2.20 2.07 2.58
H: -0.80 3.17 0.95

total energy = -17894.1071 eV
E_LUMO = 0.0300 hartree
relative energy (zero: lowest compared OMol25 entry of this formula, charge and spin) = 13.0 kcal per mole



8.
2 unconnected molecules or ions with the total composition C15H18O2. Source: the OMol25 dataset; level of theory: ωB97M-V with the def2-TZVPD basis set.

Positions of all 35 atoms, in Å:
C: 0.29 1.08 -4.21
C: -0.74 -1.85 -2.00
C: -1.81 -1.31 -1.31
C: -0.02 -1.07 -2.90
C: -0.42 0.21 -3.21
C: -2.21 -0.01 -1.62
C: -1.50 0.75 -2.52
O: -2.43 -2.04 -0.34
H: -0.43 -2.84 -1.68
H: 0.88 -1.49 -3.34
H: -3.01 0.44 -1.05
H: -3.38 -2.18 -0.47
H: 0.31 2.12 -3.87
H: -0.31 1.08 -5.12
H: -1.84 1.76 -2.71
H: 1.32 0.79 -4.41
C: 1.62 0.17 0.35
C: 2.19 1.60 0.08
C: 0.91 0.06 1.68
C: 1.66 -0.04 2.83
C: -0.50 0.00 1.70
C: 1.01 -0.28 4.10
C: -1.12 -0.16 2.98
C: -0.38 -0.31 4.13
O: -1.07 -0.60 5.30
H: 0.97 -0.10 -0.48
H: 2.42 -0.56 0.32
H: 1.94 2.23 0.93
H: 2.74 -0.15 2.75
H: -1.07 0.51 0.93
H: 1.57 -0.17 5.01
H: -2.19 -0.32 3.08
H: -0.44 -1.06 5.87
H: 1.75 2.08 -0.80
H: 3.28 1.64 0.04

spin multiplicity = 2
total charge = -1
total energy = -19940.3194 eV
E_LUMO (alpha / beta) = 0.1112 / 0.1100 hartree
relative energy (zero: lowest compared OMol25 entry of this formula, charge and spin) = 1.5 kcal per mole



9.
C15H18O3S3 in the gas phase. Source: the OMol25 dataset; level of theory: ωB97M-V with the def2-TZVPD basis set.

Positions of all 39 atoms, in Å:
C: -1.51 -0.41 1.82
C: -1.01 0.93 1.31
C: -1.28 2.17 2.05
C: -0.66 3.25 1.51
S: 0.21 2.87 0.01
C: -0.31 1.18 0.14
C: -0.10 0.16 -0.91
C: 1.13 0.06 -1.52
C: 2.34 0.89 -1.20
C: 3.64 0.07 -1.31
O: 3.59 -1.21 -0.64
S: 3.69 -1.18 1.03
C: 2.05 -1.69 1.51
O: 4.00 0.15 1.59
O: 4.58 -2.20 1.57
C: -1.26 -0.65 -1.31
S: -1.07 -2.35 -1.80
C: -2.81 -2.57 -1.85
C: -3.50 -1.42 -1.49
C: -2.60 -0.29 -1.26
C: -3.20 1.08 -0.94
H: -2.60 -0.47 1.90
H: -1.13 -1.21 1.18
H: -1.10 -0.60 2.81
H: -1.85 2.28 2.95
H: -0.65 4.23 1.97
H: 1.20 -0.67 -2.33
H: 2.30 1.26 -0.17
H: 2.37 1.76 -1.85
H: 3.82 -0.15 -2.36
H: 4.49 0.63 -0.92
H: 1.39 -0.86 1.22
H: 1.81 -2.60 0.94
H: 2.02 -1.80 2.61
H: -3.31 -3.50 -2.13
H: -4.59 -1.33 -1.47
H: -3.98 1.27 -1.64
H: -2.47 1.89 -1.06
H: -3.64 1.07 0.05

total energy = -54493.5953 eV
E_LUMO = 0.0048 hartree
relative energy (zero: lowest compared OMol25 entry of this formula, charge and spin) = 1.1 kcal per mole



10.
A molecular structure, C15H19BCrN5O8P2S. Source: the OMol25 dataset; level of theory: ωB97M-V with the def2-TZVPD basis set.

Positions of all 52 atoms, in Å:
Cr: 0.12 -0.99 -0.75
N: -1.30 -0.31 3.42
C: -0.97 -0.34 2.06
S: -0.35 -1.87 1.47
N: -1.14 0.75 1.39
N: -0.72 0.62 0.08
C: -0.80 1.68 -0.71
C: -0.33 1.54 -2.02
C: -0.34 2.57 -3.00
C: 0.13 2.32 -4.25
C: 0.63 1.03 -4.57
C: 0.63 0.07 -3.59
N: 0.19 0.30 -2.35
H: -1.57 -1.21 3.78
H: -1.95 0.43 3.65
H: -1.21 2.61 -0.34
H: -0.74 3.54 -2.73
H: 0.11 3.10 -5.00
H: 0.99 0.79 -5.56
H: 1.00 -0.93 -3.77
N: -1.13 -5.35 -2.86
C: -1.09 -4.40 -1.66
C: -1.61 -5.11 -0.42
P: -2.12 -2.97 -2.24
O: -3.63 -3.45 -1.87
O: -1.97 -3.03 -3.72
O: -1.84 -1.79 -1.37
P: 0.75 -4.01 -1.53
O: 1.15 -4.33 -0.02
O: 1.38 -5.04 -2.41
O: 0.91 -2.54 -1.80
H: -1.83 -6.07 -2.73
H: -0.16 -5.72 -2.96
H: -1.39 -4.73 -3.66
H: -2.63 -5.47 -0.59
H: -1.63 -4.40 0.40
H: -0.97 -5.94 -0.13
H: -3.92 -2.96 -1.08
H: 1.25 -3.53 0.54
O: 3.10 -1.31 0.19
B: 2.05 -0.39 -0.13
O: 2.56 0.92 0.03
C: 3.86 0.79 0.43
C: 4.77 1.78 0.72
C: 6.05 1.36 1.12
C: 6.37 0.02 1.22
C: 5.43 -0.98 0.92
C: 4.18 -0.56 0.53
H: 4.51 2.82 0.64
H: 6.79 2.11 1.36
H: 7.36 -0.27 1.53
H: 5.67 -2.03 1.00

spin multiplicity = 5
total charge = -1
total energy = -98216.5563 eV
E_LUMO (alpha / beta) = 0.0949 / 0.0947 hartree
relative energy (zero: lowest compared OMol25 entry of this formula, charge and spin) = 0.0 kcal per mole



11.
A molecular structure, C15H19BF4IrN3O2Si. Source: the OMol25 dataset; level of theory: ωB97M-V with the def2-TZVPD basis set.

Positions of all 46 atoms, in Å:
Ir: -0.88 0.39 -0.80
O: 0.64 0.82 3.15
C: 0.14 1.00 2.06
N: -0.58 0.10 1.36
C: -1.08 -1.06 2.02
C: -1.69 -2.01 1.03
C: -2.10 -3.29 1.40
C: -2.72 -4.09 0.46
C: -2.93 -3.60 -0.82
C: -2.50 -2.32 -1.12
N: -1.88 -1.57 -0.21
C: 0.27 2.32 1.33
C: 0.90 3.40 1.92
C: 0.93 4.60 1.23
C: 0.32 4.69 -0.01
C: -0.30 3.56 -0.53
N: -0.29 2.42 0.13
H: -1.87 -0.76 2.73
H: -0.31 -1.56 2.62
H: -1.90 -3.63 2.40
H: -3.06 -5.08 0.73
H: -3.42 -4.19 -1.58
H: -2.68 -1.87 -2.08
H: 1.34 3.28 2.90
H: 1.42 5.47 1.65
H: 0.30 5.61 -0.57
H: -0.84 3.58 -1.48
C: 2.98 -2.30 -2.06
Si: 2.49 -0.78 -0.94
C: 3.85 0.51 -1.42
C: 2.56 -1.31 0.89
O: 1.09 -0.20 -1.37
H: 3.97 -2.64 -1.79
H: 2.96 -2.00 -3.10
H: 2.25 -3.08 -1.89
H: 4.84 0.09 -1.31
H: 3.75 1.37 -0.76
H: 3.69 0.83 -2.44
H: 3.56 -1.54 1.22
H: 1.95 -2.19 1.07
H: 2.18 -0.52 1.53
F: -3.08 1.19 -0.21
B: -3.56 1.56 -1.53
F: -2.38 1.14 -2.33
F: -3.69 2.88 -1.62
F: -4.60 0.80 -1.87

spin multiplicity = 2
total charge = +1
total energy = -46689.8479 eV
E_LUMO (alpha / beta) = -0.1960 / -0.2828 hartree
relative energy (zero: lowest compared OMol25 entry of this formula, charge and spin) = 88.6 kcal per mole